Entry 1:
{"formula": "C16H32Br16", "method": "ωB97M-V with the def2-TZVPD basis set", "symbols": ["Br", "C", "C", "Br", "H", "H", "H", "H", "Br", "C", "C", "Br", "H", "H", "H", "H", "Br", "C", "C", "Br", "H", "H", "H", "H", "Br", "C", "C", "Br", "H", "H", "H", "H", "Br", "C", "C", "Br", "H", "H", "H", "H", "Br", "C", "C", "Br", "H", "H", "H", "H", "Br", "C", "C", "Br", "H", "H", "H", "H", "Br", "C", "C", "Br", "H", "H", "H", "H"], "positions_angstrom": [[-1.14039, -3.48416, 1.60421], [-0.92898, -3.03110, 3.59334], [-2.01576, -2.10687, 4.07680], [-1.26274, -1.23357, 5.70592], [0.05046, -2.55632, 3.65154], [-0.70814, -3.87391, 4.24832], [-2.94035, -2.58486, 4.40048], [-2.18338, -1.32128, 3.34002], [3.36409, -6.20884, 0.94331], [3.49893, -4.89060, 2.42570], [2.53664, -3.72016, 2.16145], [3.12882, -2.74632, 0.57353], [4.55006, -4.65161, 2.58729], [3.18098, -5.38135, 3.34557], [2.58520, -3.07646, 3.03974], [1.54336, -4.07129, 1.88177], [2.41374, 3.66558, 0.85734], [0.90325, 4.73587, 1.57578], [-0.45077, 4.18088, 1.17597], [-1.94469, 5.15545, 2.08249], [1.11226, 5.78397, 1.36158], [0.92984, 4.72992, 2.66544], [-0.44186, 3.11698, 1.41290], [-0.68991, 4.33401, 0.12361], [-3.70185, -0.91713, -1.21184], [-4.48391, -1.27491, -3.05897], [-6.00864, -1.42475, -3.02943], [-6.47919, -2.91434, -1.76412], [-4.03590, -2.21052, -3.39368], [-4.21883, -0.45727, -3.72927], [-6.47980, -1.72669, -3.96482], [-6.45135, -0.49434, -2.67387], [1.47122, 3.30708, 5.63670], [1.47706, 1.78488, 4.41797], [2.90364, 1.29192, 4.36492], [3.16003, -0.14068, 2.94021], [1.18985, 2.23574, 3.46806], [0.81768, 1.01906, 4.82643], [3.29765, 0.89695, 5.30132], [3.65428, 2.04875, 4.13724], [1.99478, -0.13222, -6.09413], [1.07004, -1.65658, -5.19020], [-0.42141, -1.55516, -5.36094], [-1.20035, -3.17644, -4.42590], [1.39395, -1.80773, -4.16047], [1.43791, -2.58088, -5.63563], [-0.75430, -1.57315, -6.39870], [-0.83889, -0.65316, -4.91349], [-0.63589, 0.48310, 2.11708], [0.61451, -0.10495, 0.68656], [0.04851, 0.34583, -0.65558], [1.29969, -0.20084, -2.07119], [0.77785, -1.18035, 0.75674], [1.59177, 0.34378, 0.86460], [0.01414, 1.43427, -0.60866], [-0.89083, -0.11353, -0.96332], [0.96084, 5.37969, -1.94998], [0.52847, 3.68550, -2.90802], [0.38282, 3.84685, -4.42054], [-0.79634, 2.42321, -5.23781], [-0.38798, 3.32947, -2.43743], [1.31466, 2.99145, -2.61089], [1.33859, 3.84178, -4.94454], [-0.04512, 4.84237, -4.53852]], "forces_ev_per_a": [[-0.08, 0.09, 1.66], [1.03, 0.03, -0.48], [0.39, 0.16, 0.20], [-0.39, -0.20, -0.47], [-0.22, 0.60, -0.58], [-0.91, -0.64, -0.49], [0.21, 0.01, -0.18], [-0.14, -0.11, 0.34], [0.19, 0.40, 0.78], [-0.77, -0.28, -0.20], [1.27, -0.81, -0.34], [-0.02, 0.18, 0.25], [-0.17, 0.32, -0.50], [-0.20, -0.28, -0.19], [-0.31, 0.28, -0.27], [0.13, 0.07, 0.45], [-0.77, 0.19, 0.50], [-0.11, 0.52, 0.83], [0.12, 0.37, -0.59], [0.91, -0.62, -0.20], [-0.21, -0.20, -0.69], [0.46, -0.52, 0.07], [-0.59, 0.20, 0.20], [0.20, -0.11, 0.13], [-0.54, -0.05, -1.48], [-0.46, -0.52, 0.34], [0.42, -0.27, 1.24], [-0.04, 0.78, -0.65], [0.22, 0.24, 0.16], [0.22, 0.05, 0.31], [0.47, 0.08, -0.05], [-0.23, -0.31, 0.16], [-0.09, 0.03, 0.22], [0.91, 0.17, 0.01], [1.01, -0.39, -0.28], [-0.12, 0.87, 1.15], [-0.22, -0.53, 0.16], [-0.17, 0.30, -0.36], [-0.57, -0.48, -0.03], [-0.46, 0.17, -0.56], [-0.45, -0.84, 0.64], [0.50, -0.76, -0.42], [-0.28, -0.14, 0.40], [0.31, 1.05, -0.56], [-0.18, 0.90, -0.02], [-0.01, 0.27, -0.61], [0.17, -0.34, 0.11], [0.02, -0.27, 0.33], [0.48, -0.34, -0.70], [-0.09, -0.20, -0.49], [0.40, -0.17, 0.49], [-0.11, 0.40, 0.36], [-0.51, 0.08, 0.13], [-0.38, 0.30, 0.13], [-0.18, -0.07, -0.53], [0.05, 0.21, 0.37], [-0.19, -0.42, -0.91], [0.11, -0.67, 0.45], [-0.12, 0.45, 0.55], [0.78, 1.14, 0.69], [-0.06, 0.22, -0.20], [0.03, 0.10, -0.16], [-0.18, -0.34, 0.06], [-0.49, -0.36, -0.64]], "lumo_energy_ev": 0.073, "orbital_gap_ev": 10.1036}

Entry 2:
{"formula": "C16H32Br16", "method": "ωB97M-V with the def2-TZVPD basis set", "symbols": ["Br", "C", "C", "Br", "H", "H", "H", "H", "Br", "C", "C", "Br", "H", "H", "H", "H", "Br", "C", "C", "Br", "H", "H", "H", "H", "Br", "C", "C", "Br", "H", "H", "H", "H", "Br", "C", "C", "Br", "H", "H", "H", "H", "Br", "C", "C", "Br", "H", "H", "H", "H", "Br", "C", "C", "Br", "H", "H", "H", "H", "Br", "C", "C", "Br", "H", "H", "H", "H"], "positions_angstrom": [[-0.85309, 0.52544, -4.27022], [-0.59453, -1.31795, -3.47945], [0.46452, -2.01097, -4.26396], [0.92225, -3.85271, -3.61216], [-1.48722, -1.94240, -3.44348], [-0.37711, -1.22229, -2.41565], [1.44828, -1.54370, -4.30850], [0.17235, -2.07055, -5.31238], [3.50922, -0.45783, 2.38177], [2.27373, -2.03385, 2.58354], [1.26060, -1.68611, 3.68610], [0.29632, -3.26901, 4.39373], [2.98801, -2.85137, 2.68135], [1.92428, -2.06108, 1.55143], [0.58406, -0.97402, 3.21352], [1.84010, -1.32299, 4.53488], [-1.20151, -1.61052, 3.04204], [-1.47531, 0.17937, 3.90568], [-1.41235, 1.26140, 2.77641], [-1.73007, 3.16679, 3.47613], [-0.67747, 0.31426, 4.63599], [-2.34354, 0.29954, 4.55363], [-2.05413, 1.29184, 1.89590], [-0.39311, 1.34341, 2.39889], [-2.01126, -1.68590, -0.44396], [-0.50544, -2.50771, 0.57989], [-0.92973, -3.78756, 1.25393], [0.73600, -4.68294, 1.74257], [-0.25268, -1.83187, 1.39687], [0.35626, -2.46036, -0.08595], [-1.59064, -4.47573, 0.72694], [-1.46060, -3.47349, 2.15262], [-3.91336, 0.79693, 2.62775], [-3.64235, -0.25226, 0.96058], [-3.58351, 0.70603, -0.24904], [-5.23306, 1.78648, -0.50838], [-4.41867, -1.00951, 0.85113], [-2.68284, -0.73119, 1.15568], [-3.35142, 0.08988, -1.11772], [-2.80817, 1.46893, -0.31941], [-0.82942, 4.93434, -2.50122], [0.71531, 3.98431, -3.26685], [0.11931, 2.68308, -3.78722], [0.09745, 1.39879, -2.29078], [1.57636, 3.89790, -2.60411], [1.02012, 4.54037, -4.15341], [0.65485, 2.10204, -4.53800], [-0.91990, 2.82586, -4.08346], [4.04076, 1.89677, 2.17987], [3.41427, 1.54354, 0.31576], [3.31397, 2.89309, -0.30868], [2.19100, 2.73622, -1.94239], [2.47903, 1.00688, 0.47519], [4.04667, 0.82190, -0.20135], [4.27410, 3.28599, -0.64318], [2.97901, 3.75710, 0.26524], [-1.31496, 0.34925, 0.95962], [-0.40413, -0.08646, -0.80142], [1.13619, 0.04034, -0.71968], [1.79898, -0.82430, 0.93413], [-0.82683, 0.60746, -1.52798], [-0.55501, -1.12262, -1.10425], [1.46788, 1.05085, -0.48107], [1.73220, -0.42713, -1.50349]], "forces_ev_per_a": [[-4.57, -7.59, -6.82], [-0.40, -0.21, 0.02], [1.02, -0.34, -0.98], [-0.55, 0.90, -0.13], [-0.37, 0.48, -0.70], [0.64, 0.35, -1.31], [-0.20, 0.30, 0.49], [-0.17, -0.49, 0.13], [5.09, -3.74, 7.81], [2.70, -2.65, 4.74], [3.63, -0.99, 0.29], [2.69, -0.81, 2.48], [-0.34, -0.22, 0.70], [0.26, -7.17, 3.58], [1.40, 0.07, 1.15], [-0.30, 0.12, 0.04], [-8.29, 3.59, 2.55], [0.38, 0.94, -0.31], [3.35, 2.88, 6.33], [0.06, -0.81, 0.15], [0.68, -0.06, -0.51], [-0.25, -0.77, -0.65], [-1.55, 2.79, 3.34], [0.05, 1.02, 1.78], [-5.73, -10.42, -0.76], [-0.58, -0.63, -1.32], [0.10, -0.23, -0.56], [-0.36, -0.86, -1.21], [-0.04, -0.27, -1.67], [-0.51, -1.05, -0.32], [0.44, 0.11, -0.28], [0.10, -1.02, -0.10], [-4.63, -0.76, -0.63], [-3.04, 0.54, 0.80], [-1.23, 0.30, -0.72], [0.47, -0.80, -0.07], [-0.46, 0.45, 0.16], [-3.65, -0.50, 0.84], [-0.95, 0.22, -0.38], [-0.70, -0.02, 0.61], [0.58, 0.20, 0.31], [-3.53, 2.17, -4.35], [1.51, 1.19, 1.12], [1.75, 9.10, -2.74], [-2.98, 4.56, -2.33], [-0.09, 0.44, -0.01], [0.61, 1.25, -0.17], [0.22, 0.19, 0.04], [1.75, 4.41, -1.07], [0.19, 1.13, 1.21], [1.44, 0.31, -1.00], [9.58, -3.36, 6.51], [1.03, 1.38, 0.41], [0.48, 0.36, 0.15], [0.24, -0.53, -0.15], [-0.91, -0.67, 0.25], [11.62, 0.83, -9.91], [4.41, -1.84, 3.40], [-0.79, -0.05, 2.26], [-8.22, 7.59, -14.27], [-4.45, -3.31, 2.92], [2.19, 2.33, -0.15], [-0.55, -0.39, -0.86], [-0.28, 0.08, -0.10]], "lumo_energy_ev": -0.187, "orbital_gap_ev": 6.6265}

Entry 3:
{"formula": "C16H32BrHgO5Si", "method": "ωB97M-V with the def2-TZVPD basis set", "symbols": ["Hg", "O", "C", "O", "C", "O", "C", "C", "O", "O", "H", "H", "H", "H", "H", "C", "C", "C", "C", "Si", "Br", "C", "C", "C", "C", "C", "C", "C", "C", "H", "H", "H", "H", "H", "H", "H", "H", "H", "H", "H", "H", "H", "H", "H", "H", "H", "H", "H", "H", "H", "H", "H", "H", "H", "H", "H"], "positions_angstrom": [[1.65094, -3.28794, -2.25612], [2.90957, 1.37819, -4.09044], [2.70360, 0.05000, -4.15337], [3.35553, -0.75534, -3.55435], [1.54672, -0.23721, -5.08229], [1.32179, -1.63579, -5.11961], [0.18115, -2.01352, -5.72941], [-1.42344, -1.57709, -4.36495], [-1.83999, -0.58075, -4.84098], [-1.35667, -2.44635, -3.57164], [3.64227, 1.51659, -3.47068], [1.78744, 0.13861, -6.08226], [0.65625, 0.28716, -4.72406], [0.09296, -3.08991, -5.80296], [-0.15966, -1.41267, -6.56845], [-1.65483, 2.69118, 0.69388], [-0.36426, 2.16287, 1.33806], [-0.36144, 2.58184, 2.81505], [0.78743, 2.89667, 0.63090], [-0.24074, 0.25182, 1.15300], [0.25026, -0.10637, -1.02543], [-1.91564, -0.65821, 1.41899], [-1.70941, -2.17888, 1.48797], [-2.58665, -0.21131, 2.72718], [-2.90404, -0.42096, 0.26599], [1.22530, -0.53201, 2.12853], [0.87446, -0.69058, 3.61615], [2.48219, 0.34399, 2.02876], [1.62652, -1.91089, 1.58157], [-1.64493, 3.78371, 0.73872], [-2.55507, 2.35499, 1.20751], [-1.73088, 2.40597, -0.35702], [-0.51483, 3.66344, 2.87370], [0.58829, 2.36529, 3.30538], [-1.15416, 2.10874, 3.39402], [0.64176, 3.97254, 0.76261], [0.79406, 2.69085, -0.43946], [1.76839, 2.65095, 1.02763], [-1.14079, -2.49226, 2.36309], [-1.21203, -2.56253, 0.59485], [-2.68974, -2.65981, 1.54899], [-1.94642, -0.34362, 3.60065], [-3.48301, -0.81753, 2.88717], [-2.90445, 0.83143, 2.69847], [-2.52928, -0.82983, -0.67245], [-3.14339, 0.62779, 0.10452], [-3.83755, -0.93796, 0.50501], [0.60048, 0.25078, 4.09271], [1.74959, -1.07992, 4.14469], [0.06058, -1.39828, 3.77758], [2.37269, 1.30036, 2.53971], [2.76533, 0.53391, 0.99161], [3.31327, -0.18356, 2.50491], [0.83790, -2.65523, 1.65539], [2.47703, -2.27637, 2.16375], [1.93953, -1.85697, 0.53727]], "forces_ev_per_a": [[0.04, -0.13, 0.06], [0.00, -0.01, 0.01], [0.06, -0.05, 0.09], [-0.11, 0.06, -0.12], [-0.03, -0.06, -0.06], [-0.27, 0.01, 0.03], [0.68, -0.18, -0.45], [-0.84, 0.09, 1.05], [0.19, 0.04, -0.26], [0.24, 0.04, -0.47], [-0.02, 0.02, -0.02], [-0.01, 0.01, 0.04], [0.05, 0.03, 0.03], [0.01, 0.01, 0.10], [-0.02, 0.08, 0.07], [-0.04, -0.06, 0.00], [0.02, -0.02, -0.06], [0.05, 0.00, 0.04], [-0.01, -0.05, -0.04], [-0.04, -0.07, 0.16], [0.07, 0.06, -0.18], [0.04, 0.02, 0.01], [0.05, 0.00, -0.02], [0.00, 0.04, 0.03], [0.04, 0.04, -0.04], [-0.06, 0.05, -0.03], [-0.04, -0.04, 0.02], [-0.02, 0.06, -0.02], [-0.03, 0.02, -0.10], [0.00, 0.04, 0.00], [0.01, -0.01, 0.01], [0.00, -0.01, -0.01], [-0.01, 0.03, 0.02], [0.01, -0.01, -0.01], [-0.04, -0.03, 0.01], [-0.01, 0.05, 0.00], [0.00, 0.00, -0.01], [0.03, -0.04, 0.03], [-0.01, 0.02, 0.01], [0.01, 0.00, -0.01], [-0.03, -0.02, 0.00], [0.03, 0.00, 0.01], [-0.03, -0.01, 0.01], [0.01, 0.00, -0.02], [0.00, 0.00, 0.00], [0.01, 0.00, 0.01], [-0.04, -0.02, 0.00], [-0.02, 0.05, 0.00], [0.02, -0.01, 0.02], [0.00, 0.00, -0.01], [-0.03, 0.01, 0.00], [0.00, 0.00, -0.01], [0.03, -0.01, 0.02], [-0.02, 0.01, -0.01], [0.04, -0.02, 0.02], [0.00, 0.00, 0.04]], "multiplicity": 2, "lumo_energy_ev": [0.509, -0.954], "orbital_gap_ev": [8.8562, 7.4196]}

Entry 4:
{"formula": "C16H32ClN4O5P2", "method": "ωB97M-V with the def2-TZVPD basis set", "symbols": ["C", "C", "C", "C", "C", "O", "N", "O", "N", "C", "C", "P", "O", "Cl", "P", "C", "C", "C", "H", "H", "H", "H", "H", "H", "H", "H", "H", "H", "H", "H", "H", "H", "H", "H", "H", "H", "C", "C", "O", "N", "C", "H", "H", "H", "H", "H", "H", "H", "C", "C", "O", "N", "C", "H", "H", "H", "H", "H", "H", "H"], "positions_angstrom": [[0.67945, 1.01728, 0.29722], [-0.54419, 0.62865, -0.00502], [-0.82807, 0.30597, -1.46917], [-1.61923, 1.32468, -2.33782], [-2.76447, 2.12918, -1.66474], [-2.35756, 3.47015, -1.38711], [-3.11500, 4.33286, -2.25476], [-3.88694, 4.92166, -1.62610], [-1.90417, 0.47093, -3.49734], [-1.75736, -0.80337, -3.31742], [-1.36743, -1.09900, -1.89451], [-0.07842, -2.45424, -1.54954], [1.43722, -1.78449, -1.48004], [-0.45842, -2.94683, 0.43703], [-2.99313, -1.76022, -1.15475], [-3.32624, -3.32826, -2.14149], [-4.44466, -0.66043, -1.60785], [-5.05882, 0.00622, -0.33711], [1.29950, 1.39825, -0.52300], [1.07954, 0.97541, 1.31141], [-1.35565, 0.57978, 0.72674], [0.17122, 0.35217, -1.94579], [-0.86748, 2.08973, -2.59546], [-2.95386, 1.67046, -0.68076], [-3.72266, 2.12245, -2.20825], [-2.19578, 0.86164, -4.39021], [-1.90690, -1.57018, -4.08381], [1.68439, -1.57953, -2.39950], [-2.40328, -3.86610, -2.40360], [-3.78883, -3.02927, -3.10180], [-4.03468, -3.97706, -1.60807], [-4.22704, 0.05968, -2.41299], [-5.22846, -1.33028, -2.00914], [-5.60738, 0.91546, -0.63022], [-4.29582, 0.29868, 0.40198], [-5.77153, -0.66897, 0.15410], [2.79537, -3.13961, 5.66102], [1.64786, -2.49031, 4.92823], [1.32464, -1.33001, 5.12299], [0.96629, -3.24678, 4.02333], [1.19535, -4.63024, 3.65236], [3.23565, -2.41649, 6.34174], [2.43977, -3.99220, 6.24159], [3.56105, -3.46355, 4.95423], [0.21397, -2.74981, 3.57250], [1.40378, -4.67146, 2.58098], [0.28748, -5.19966, 3.86090], [2.02539, -5.06953, 4.19534], [4.21619, 4.86544, 0.69383], [3.69290, 3.68933, -0.08950], [2.50143, 3.55655, -0.34153], [4.59309, 2.76553, -0.51508], [6.03167, 2.75480, -0.31327], [3.38496, 5.51135, 0.96237], [4.70136, 4.52415, 1.60934], [4.92108, 5.43839, 0.08978], [4.17777, 2.00663, -1.03185], [6.52428, 2.75277, -1.28683], [6.30569, 1.84465, 0.22245], [6.36505, 3.61698, 0.25397]], "forces_ev_per_a": [[0.52, 0.11, 0.11], [-1.12, -0.25, -0.68], [-0.01, 0.75, 0.08], [1.08, 0.63, 0.68], [0.05, -0.58, 0.40], [0.28, -1.03, 0.23], [-0.85, 0.43, -0.01], [0.27, 0.36, -0.38], [-0.63, 0.26, -0.93], [0.92, -0.75, 1.75], [0.09, 1.12, -0.48], [0.34, -1.72, -0.56], [-1.37, 0.54, -0.02], [0.42, 0.69, -0.81], [-0.75, -0.42, 0.80], [0.06, 0.84, -0.91], [-0.32, -0.28, 0.07], [0.24, 0.29, -0.34], [0.35, -0.63, 0.53], [-0.28, 0.72, -0.23], [0.39, -0.64, -0.07], [-0.35, -0.25, 0.25], [-0.47, -0.19, -0.34], [-0.06, 0.24, -0.38], [0.40, -0.07, -0.06], [-0.08, -0.10, 0.18], [-0.14, 0.52, 0.09], [0.26, -0.19, 0.30], [-0.29, 0.04, 0.41], [0.06, -0.33, 0.38], [0.39, 0.28, -0.01], [-0.05, -0.19, 0.33], [0.50, 0.17, -0.05], [0.12, -0.31, 0.15], [-0.27, -0.15, -0.25], [0.31, 0.15, -0.12], [0.01, 0.02, 0.02], [-0.14, 0.29, 0.00], [0.06, -0.04, -0.02], [0.30, -0.04, 0.20], [-0.46, 0.34, -0.24], [-0.10, 0.05, -0.06], [0.11, -0.07, -0.07], [-0.02, -0.14, 0.07], [0.01, -0.02, 0.04], [0.08, -0.26, 0.03], [0.15, -0.23, -0.04], [-0.01, 0.10, 0.04], [-0.07, 0.03, 0.01], [-0.18, -0.06, -0.07], [0.04, -0.08, -0.06], [-0.07, 0.31, 0.18], [-0.24, -0.40, -0.27], [-0.04, -0.09, -0.06], [0.11, 0.08, -0.05], [0.09, -0.02, 0.12], [0.07, 0.01, 0.01], [0.18, 0.06, 0.11], [0.19, 0.10, 0.04], [-0.08, 0.00, -0.01]], "lumo_energy_ev": -4.164, "orbital_gap_ev": 6.9199, "charge": 1}

In the order shown, the computed calculated total energy values come out to -1137791.200; -1137745.589; -109444.783; -64399.056 eV.
In the order shown, the computed energy above the lowest of the compared OMol25 structures with the same formula, charge and spin values come out to 1.579; 47.190; 0.000; 1.217 eV.